C30H32Cl63N2O4 | the ωB97M-V functional and the def2-TZVPD basis

Properties
Net charge   +1
DFT total energy   -30564.33229 Eh

Structure (XYZ):
```
131
Properties=species:S:1:pos:R:3:forces:R:3:mulliken_charge:R:1
Cl 1.17270 6.66606 -4.41353 -0.2 -0.3 0.7 -0.14
Cl 5.90699 -8.71281 5.13244 -0.1 0.0 0.4 -0.12
H -3.82617 1.77602 -11.30311 0.1 -0.1 -0.1 0.00
H 15.53311 1.45556 0.71786 0.0 -0.1 -0.1 0.03
Cl -8.72215 -1.21055 3.23359 0.1 -0.4 -0.3 -0.09
C -8.77451 2.88823 4.24063 -0.1 0.1 0.1 -0.04
Cl 15.35314 1.45948 -1.62228 0.0 0.0 0.1 -0.12
H 6.02450 -8.53897 -0.13668 0.1 0.1 0.0 0.33
H 11.59312 1.06113 2.93105 0.0 0.1 -0.1 0.22
Cl -8.11233 -4.94713 5.07036 -0.1 0.0 0.0 -0.11
C -6.30715 0.59700 -2.00019 0.3 -1.8 0.3 0.75
H -1.02876 0.32138 -3.48260 0.7 0.5 0.4 0.10
Cl -6.79505 -2.94842 1.93762 -0.1 0.1 -0.1 -0.10
H -4.93460 1.36515 -4.11198 0.1 0.0 1.3 0.47
Cl -7.95373 1.74638 3.16486 0.1 0.7 0.1 -0.05
Cl -8.66061 2.34924 5.91851 0.0 0.0 -0.1 -0.12
H 8.81672 -0.32841 0.24291 -0.1 -0.1 0.1 0.25
Cl 2.03624 7.06108 -7.11113 0.1 0.4 -0.9 -0.04
O -0.47151 3.57814 -1.44373 -0.6 -0.2 -0.2 -0.51
C -8.08091 -1.76716 1.68895 -0.1 -0.5 0.6 0.07
C -0.79578 2.60730 -2.07004 0.8 0.8 0.7 0.17
H 0.71838 0.31573 -3.87750 -0.7 0.5 0.8 0.57
Cl -10.46321 3.08432 3.76250 0.1 0.0 0.0 -0.12
O -6.21526 -0.63034 -2.72547 -1.1 1.7 -1.3 -0.22
C 4.93853 -3.44764 2.50154 -0.1 -0.1 0.1 0.85
Cl 2.24711 4.21459 -5.57510 -0.1 -0.2 0.3 0.00
Cl 4.71925 -1.92485 -11.26012 -0.1 0.1 0.0 -0.12
Cl 2.77396 1.24630 -8.72255 -0.1 0.1 0.1 -0.11
Cl -0.94273 -0.39648 1.05253 -0.1 -0.2 0.2 0.08
H 5.00441 -7.03495 6.50436 0.1 0.0 0.0 0.29
Cl -10.39663 -4.15889 3.45655 -0.1 -0.2 0.1 -0.14
C 6.00029 -7.44034 6.35578 0.1 -0.1 0.1 0.08
O 0.15790 2.03723 -2.88563 -2.2 -0.8 0.7 -0.32
C -0.68261 3.19893 4.28738 0.2 0.2 0.2 -0.11
C 0.27369 -0.26709 -1.83894 -0.1 -0.9 -0.4 0.02
Cl -10.63533 -6.36167 5.33656 0.1 0.1 0.1 -0.14
H 3.56375 3.45785 -8.71755 0.0 -0.1 0.0 -0.16
Cl -7.48599 -0.39774 0.72376 -0.4 -0.2 0.6 -0.13
Cl -14.08688 -7.90259 2.51152 0.1 0.0 0.1 -0.13
H -4.80301 0.98381 0.17577 0.3 0.1 -1.0 0.36
H -1.68127 3.60158 4.42672 0.1 -0.1 0.0 0.25
Cl 4.81603 2.42609 -7.02215 -0.1 0.0 -0.1 -0.13
H 1.20180 -0.20387 2.01795 -0.1 0.0 0.0 0.43
Cl -2.71634 4.60584 7.39070 0.0 0.0 0.0 -0.12
C 8.17759 -0.70754 1.03434 0.0 0.1 0.1 0.06
C 0.41646 -0.95391 2.05911 0.1 -0.3 0.4 -0.34
H -4.81120 -1.90840 -2.52973 -0.5 0.5 -0.1 0.32
H -6.65163 0.33201 -0.96120 0.6 0.9 -1.5 -1.00
H 2.53695 8.26811 -9.06269 0.0 -0.1 0.0 0.34
H -8.88389 -2.24664 1.13753 0.1 0.1 0.0 0.30
H 0.98099 4.46333 -3.62094 -0.1 0.1 -0.1 0.10
Cl 6.29071 -6.20887 -0.03981 0.3 -0.4 -0.2 -0.09
H -7.01250 1.24524 -2.56738 0.7 -0.4 0.4 0.36
N -0.01913 -1.50532 -1.95264 0.1 1.1 0.2 -0.69
Cl -3.06816 1.82279 12.24877 0.1 0.0 0.0 -0.13
Cl 2.09959 0.05916 10.47350 0.0 0.1 -0.1 -0.10
H -8.28194 3.85166 4.15729 -0.1 -0.1 0.0 0.31
Cl 6.76463 0.34631 1.16173 0.1 0.0 0.0 -0.11
H 0.75259 0.07661 -0.89035 -0.3 0.5 -1.1 0.55
H 2.77061 -0.79556 -10.61070 0.0 -0.1 -0.1 -0.18
Cl 17.60866 0.62187 0.00659 -0.1 0.0 0.0 -0.12
Cl 5.22025 2.28858 -9.89638 -0.1 0.0 0.1 -0.13
Cl -0.08042 -1.15047 3.74101 0.1 -0.2 -0.2 -0.05
Cl -4.21919 -0.45111 -11.92475 0.0 0.1 0.1 -0.12
C 2.11685 7.28731 -8.86320 0.0 0.0 0.1 -0.06
Cl 13.40307 2.40428 2.27724 -0.1 0.0 0.1 -0.12
Cl 2.31047 -1.44860 -12.81529 0.0 0.0 0.1 -0.12
C 4.03296 2.48507 -8.60550 0.2 0.0 -0.1 0.51
H -1.00845 1.14175 11.35253 -0.1 -0.1 0.1 -0.36
Cl 0.55834 2.36753 9.61041 0.3 -0.2 -0.2 -0.03
Cl 2.18466 -3.05669 -10.39617 0.0 0.1 0.0 -0.13
Cl -3.77745 1.84760 -13.64624 0.0 0.0 0.1 -0.12
Cl 7.68854 -2.35386 0.61414 0.2 0.0 -0.1 -0.10
Cl -3.06303 6.85532 9.19603 0.1 -0.1 -0.1 -0.12
C -4.35856 1.49795 -3.16777 2.4 0.8 0.4 -0.19
Cl -2.12353 -0.88255 11.75452 0.1 0.1 0.0 -0.13
Cl -14.79437 -8.32472 5.29920 0.1 0.0 0.0 -0.12
C -0.02577 0.61799 -3.08770 1.0 -1.3 -0.4 -0.50
C -4.26381 1.26961 -0.75350 1.9 0.7 -0.1 -0.17
C -2.26624 2.11073 -1.95425 -1.4 -1.3 -1.2 0.42
O -5.53364 -1.56189 -1.96647 1.0 -1.0 1.3 -0.29
C -9.87161 -4.80041 5.01847 0.1 0.0 -0.1 0.05
C 0.95348 4.91985 -4.60590 0.3 0.1 0.0 0.16
Cl 6.56716 -8.09852 7.89353 -0.1 0.1 -0.1 -0.12
C 1.65883 1.07896 9.10057 0.0 -0.1 0.2 -0.16
Cl 15.07536 -0.78928 0.19786 0.0 0.1 0.0 -0.12
Cl -1.52294 4.54233 10.04112 -0.3 0.3 0.0 -0.08
Cl 10.74059 3.24129 3.08180 0.1 -0.1 0.0 -0.12
Cl 11.09436 1.61050 0.70436 0.1 0.0 0.0 -0.12
H -1.86764 2.60581 -7.46744 -0.1 -0.1 0.1 0.11
C 11.69408 1.95925 2.32987 -0.1 0.0 0.0 0.14
C -1.97172 5.56929 8.67474 0.0 0.1 0.1 0.02
Cl -0.11859 2.56257 5.83297 -0.1 0.0 -0.2 -0.02
C -3.43051 1.12339 -12.07331 0.0 -0.1 -0.2 0.33
Cl 5.38534 -4.50059 3.84687 -0.1 0.3 -0.4 -0.05
Cl -1.92953 0.36332 -8.14882 -0.1 0.2 0.2 -0.09
C -1.64793 0.77375 12.14768 0.0 -0.1 0.1 0.75
H -2.30140 1.86401 0.24195 -0.9 -0.2 -0.6 0.81
Cl 0.36891 4.50341 3.72738 -0.1 -0.1 0.0 -0.13
C -3.00203 1.99605 -3.23960 -0.5 -0.2 3.0 -0.33
Cl 3.17073 6.07299 -9.60389 0.0 0.1 0.0 -0.13
Cl -3.91056 2.43769 -8.60944 0.1 0.0 0.2 -0.14
H -10.17928 -4.10568 5.79349 0.0 -0.1 -0.1 0.30
H -1.06973 6.02602 8.27988 -0.1 -0.1 0.0 0.29
Cl -0.76692 1.90467 3.08149 -0.2 0.5 0.0 0.03
H 5.84276 -2.99199 2.11013 -0.2 -0.1 0.1 -0.53
C -2.89928 1.75619 -0.68722 -0.5 0.1 -2.6 -0.72
Cl 4.18311 -4.38189 1.20431 -0.3 0.4 0.2 -0.15
Cl -0.62117 4.57140 -5.34166 -0.2 0.0 0.0 -0.14
N -4.91211 1.14628 -1.94913 0.5 1.0 -0.4 0.36
Cl 7.05707 -6.13174 5.81098 0.1 -0.2 0.2 -0.13
C -13.48738 -8.35781 4.11067 -0.1 -0.1 0.0 0.60
Cl 0.49997 7.22113 -9.57269 0.1 0.0 0.0 -0.13
Cl -1.68673 0.97094 -11.82852 -0.1 0.0 0.0 -0.09
Cl -0.73344 0.81596 13.65866 0.0 0.0 -0.1 -0.12
Cl 9.09644 -0.69894 2.54159 -0.1 -0.1 0.0 -0.12
H 0.23869 -1.99407 -1.08811 -0.1 0.0 -0.3 0.25
H 2.56256 1.53593 8.70978 -0.1 0.0 0.0 0.37
Cl 0.92414 0.11238 7.81614 0.1 0.0 0.1 -0.09
H -2.49800 2.28932 -4.22183 -0.8 -0.3 2.3 0.45
C -2.64517 1.84962 -7.52830 0.0 -0.2 -0.7 0.25
Cl 8.31660 -8.26870 0.28677 -0.1 0.0 0.0 -0.13
C 2.97027 -1.68775 -11.19365 0.1 -0.1 -0.1 0.56
H -12.73668 -7.63427 4.41049 -0.1 -0.1 -0.1 -0.21
Cl 6.10724 -8.08975 2.16636 0.1 0.1 -0.4 -0.04
C 6.60729 -7.86729 0.48551 0.1 0.0 0.0 -0.07
Cl 1.06249 -2.46989 1.43103 -0.3 0.1 -0.2 -0.07
Cl -3.29593 1.58876 -5.89342 -0.1 -0.3 -2.0 -0.21
C 15.85046 0.77765 -0.06974 0.1 0.0 0.0 0.33
Cl 3.85747 -2.15804 3.05142 0.3 0.1 0.2 -0.10
Cl -12.72925 -9.95329 4.06147 0.0 0.1 0.0 -0.12
```
Positions in Å, forces in eV/Å.

---

C28H45ClF3NO14S | the ωB97M-V functional and the def2-TZVPD basis

Properties
DFT total energy   -3359.56558 Eh
Structure (SMILES)   CCOCCOCC1=C([C@@H](Cl)CC)C(=O)C(S(=O)(=O)F)=C(N(C(=O)F)C(=O)F)C1=O.COCCOCCOC.COCCOCCOC

Structure (XYZ):
```
93
Properties=species:S:1:pos:R:3:forces:R:3:mulliken_charge:R:1
C -5.52400 -4.80135 -1.08218 -0.6 0.9 1.5 -0.39
H -3.38150 -4.94827 -3.54567 0.8 0.1 1.6 0.44
F -4.54984 -0.72676 2.51485 0.1 1.3 -3.0 -0.30
S -4.81929 0.17988 1.09772 -4.5 5.5 1.7 1.23
H 1.42010 -3.05485 -0.05919 0.2 -1.7 0.3 -0.26
H -1.23023 6.42110 4.08950 0.2 -0.1 0.0 0.12
C 0.82056 7.16684 4.14207 -0.3 -0.5 0.1 -0.58
O -1.38750 4.22929 3.26016 -0.2 0.2 0.0 -0.22
C -1.03823 -0.10476 0.28779 2.8 -2.4 1.8 0.39
H 8.75230 1.31810 -1.13382 0.1 0.1 -0.1 0.32
H -0.57151 -3.78854 -1.15462 0.2 -1.6 0.3 -0.18
H -2.53287 3.44242 4.75598 0.1 0.0 -0.1 0.24
F -2.48392 1.76401 -2.68798 1.2 -2.4 3.3 -0.25
H -1.29106 3.82401 1.26025 -0.1 0.0 -0.2 0.10
C 6.36811 2.48156 -0.99966 -0.3 -0.5 0.1 -0.62
H 8.21681 0.11048 -2.32862 -0.1 0.0 0.1 0.23
H -0.68745 -5.03390 0.21678 0.8 0.2 -1.4 0.17
Cl -5.88775 -5.73623 -2.63468 0.4 1.0 0.9 -0.16
C -5.30857 -2.08496 -0.73447 -2.7 -0.6 -0.2 -0.62
H 3.55710 -5.40950 0.37962 -0.2 1.6 -0.4 0.36
O -6.55098 -1.93319 -0.67295 4.9 -0.4 0.0 -0.50
C -4.92219 -5.75219 0.11030 -0.4 -0.6 0.3 -0.17
O -6.31408 0.45032 1.09384 4.8 -2.5 -0.3 -0.56
C -4.68023 -3.46472 -1.30755 2.1 1.1 -0.8 0.40
H 3.73335 -3.55710 0.75740 -0.3 -1.3 -1.2 0.32
H -3.82846 -5.52608 0.34891 -1.5 -0.3 -0.7 0.11
H 6.74159 2.57649 0.02682 0.0 0.2 0.0 0.42
O -4.12866 1.50930 1.16236 -0.1 -4.7 -0.1 -0.47
C 2.57376 -0.59031 -1.11243 0.3 0.1 -0.1 -0.61
O -0.62429 -1.26543 0.44800 -2.4 5.0 -0.9 -0.38
H 0.82013 7.57265 5.16062 0.0 0.2 0.0 0.42
C -2.76133 -1.87387 -2.14941 1.0 -1.2 -2.8 0.34
H 3.14866 6.29345 3.32046 0.1 0.1 0.1 0.33
O 1.15246 -5.00168 -0.97314 -1.6 1.3 1.9 -0.42
O 4.32863 2.94240 -2.31304 0.1 -0.3 0.1 -0.49
N -2.10640 0.32765 -0.62605 0.7 -0.5 -1.8 0.74
H 4.62151 3.55673 -0.41524 0.1 0.0 -0.1 0.40
H 2.97025 -1.18036 -0.28413 0.1 0.0 -0.1 0.21
O -2.41737 -5.69835 -1.72965 0.5 0.9 -1.4 -0.31
C 4.30538 1.84133 -3.22458 -0.3 0.1 0.0 -0.53
O -0.37211 1.18161 -2.07432 -6.1 -0.6 2.1 -0.38
H 4.33452 1.83121 -0.54567 0.2 -0.1 -0.1 0.06
F -0.47014 0.93435 1.10383 -2.0 -2.3 -2.8 -0.20
H 3.13486 6.30235 5.11800 0.1 0.0 -0.1 0.32
H -0.56921 -6.03185 -2.84031 -0.6 0.1 1.5 0.31
H -2.94766 2.87759 3.11954 -0.2 0.0 0.0 0.08
C -4.27413 -0.90432 -0.29756 2.3 -1.2 -1.7 0.29
C -5.16229 -7.32890 -0.17956 -0.6 0.3 0.4 -1.16
H 1.45398 7.79176 3.50222 0.0 0.0 0.0 0.35
H 3.06283 0.16239 -3.76304 -0.1 0.1 -0.2 0.46
H -6.55884 -4.46345 -0.68328 1.7 -0.5 -1.1 0.47
H 3.06648 4.76769 4.21638 -0.1 0.1 0.1 0.23
H -4.89516 -7.94305 0.76369 -0.2 1.1 -1.6 0.34
C -0.34603 5.72161 1.65948 -0.3 0.1 -0.2 -0.45
H 2.30150 1.32199 -2.63524 0.0 0.0 0.0 0.17
H -2.41833 5.14057 1.70026 0.0 0.0 0.0 0.37
H 5.29217 1.38748 -3.32218 -0.1 -0.2 0.2 0.17
H -4.60662 -7.70784 -1.10755 -0.7 0.6 1.5 0.28
H -0.86641 -7.02394 -1.26215 -0.1 1.7 -0.9 0.29
H -1.74100 -4.24156 -3.11783 -1.7 -0.5 0.7 0.39
H 0.62535 5.37929 2.01785 -0.1 -0.1 0.2 0.20
H -5.52836 -5.50856 1.07002 1.0 -0.2 -1.7 0.38
O 6.71179 1.17936 -1.46549 0.1 0.2 -0.3 -0.22
C 3.23387 0.80846 -2.89489 0.5 -0.2 0.2 -0.34
C -2.63767 3.74328 3.71220 0.3 0.0 0.0 -0.60
O -2.08897 -1.68154 -3.19365 -2.1 0.1 4.3 -0.55
C -3.02930 -0.77397 -1.00169 -3.4 -0.4 1.9 -0.57
C 2.74779 5.81089 4.21831 -0.3 -0.1 0.1 -0.80
H -6.29622 -7.49097 -0.33575 1.8 0.2 0.1 0.35
H -1.04552 8.14150 3.80167 0.1 0.0 -0.1 0.40
C 1.68457 -4.16511 0.10988 1.8 -0.5 -0.5 0.41
H -3.39701 4.53021 3.65707 -0.1 -0.1 -0.1 0.37
C -3.44007 -3.34347 -1.99338 -2.0 -0.1 2.0 1.32
H 6.83371 3.24923 -1.62818 0.0 0.0 0.0 0.36
C -2.73320 -4.62572 -2.65164 1.0 1.5 -1.2 -1.22
C 4.85449 2.66954 -1.01210 0.1 0.3 -0.2 -0.24
H -0.25605 5.85324 0.57674 -0.1 0.1 0.1 0.40
C -0.97371 -5.99430 -1.76960 -0.1 0.4 1.2 -0.71
O 1.33287 5.83862 4.20664 0.2 0.1 -0.3 -0.22
H 4.05942 2.27748 -4.19766 -0.1 0.0 0.1 0.45
H 1.93694 0.19664 -0.69513 -0.1 0.0 -0.1 0.25
C 3.30060 -4.34818 0.04288 -1.4 0.2 0.4 -1.14
C -1.44126 4.69181 1.91231 0.4 -0.1 0.4 -0.22
H 8.18993 1.82727 -2.76348 0.1 0.1 0.1 0.33
C -1.59595 1.08381 -1.78197 5.0 1.5 -2.9 0.45
H 1.98746 -1.24183 -1.76852 -0.2 0.0 0.0 0.38
C 8.04236 1.11606 -1.94370 -0.3 -0.1 0.1 -0.80
H 3.64280 -4.20445 -1.04205 -0.4 0.0 1.7 0.26
O -0.66040 7.01859 2.17201 0.1 -0.3 0.2 -0.49
O 3.66093 -0.02454 -1.81804 -0.2 0.1 0.2 -0.34
C -0.60250 7.16282 3.59304 0.2 0.2 -0.2 -0.34
H 1.24389 -4.56418 1.09470 0.8 0.8 -1.3 0.31
C -0.28405 -4.86266 -0.84743 -0.4 -0.9 -1.1 0.48
```
Positions in Å, forces in eV/Å.